The following is a quantum chemistry calculation of 2 unconnected molecules or ions with the total composition C5H11P at a distorted geometry, from the OMol25 dataset.

ΔE to the lowest compared entry with this formula, charge and spin = 321.2 kJ/mol
Largest force on an atom = 5.8 eV/Å
Gap between HOMO and LUMO = 9.53 eV
LUMO = 0.9 eV

Geometry as ORCA input:
```
! wB97M-V def2-TZVPD RIJCOSX def2/J DEFGRID3
* xyz 0 1
C 0.8739 0.6249 -0.1385
C 1.5022 1.7294 0.0618
C 1.4788 -0.4250 -0.9926
C -0.7741 -1.2874 1.3341
C -1.9350 0.3160 -0.6009
P -0.7075 0.5393 0.8083
H 2.5205 2.0178 -0.2123
H 0.7613 2.8186 1.1741
H 0.8715 -0.5046 -1.9515
H 1.5591 -1.1875 -0.2985
H 2.4738 -0.1410 -1.2278
H -1.5558 -1.4259 2.0484
H -0.9369 -2.0408 0.5059
H 0.1802 -1.5769 1.9533
H -1.5762 -0.6515 -0.9782
H -2.9113 0.1162 -0.0528
H -1.8244 1.0783 -1.4327
*
```